1.
12
Properties=species:S:1:pos:R:3:forces:R:3 method="wB97M-V/def2-TZVPD" e_lumo_ev=0.84 energy_ev=-24886.3231 smiles=C[C@]1(Cl)[C@H](F)C1(F)F total_charge=0 mol_weight_g_mol=144.52 max_force_ev_per_a=1.6 orbital_gap_ev=11.67
Cl 1.86897 -1.28844 0.19307 0.0 0.0 -0.1
F -1.44349 0.29075 1.40624 -0.3 0.3 0.3
F -1.45058 0.14840 -1.46738 0.4 -0.7 1.0
F -0.62404 -1.75759 1.61301 -0.3 0.9 -0.9
C 0.80138 1.22200 -0.15778 0.9 0.5 0.5
C -0.71075 -0.64293 0.81419 -0.8 -0.9 0.6
C -0.76826 -0.79259 -0.68908 -0.5 -0.5 -0.9
C 0.46080 -0.24379 0.05606 1.1 0.4 -1.1
H 1.40753 1.36307 -1.07416 -0.4 -0.3 0.5
H -0.06583 1.86599 -0.21898 -0.4 -0.2 -0.2
H 1.39179 1.63810 0.69755 -0.3 -0.7 -0.6
H -0.86751 -1.80297 -1.17273 0.6 1.1 0.8



2.
11
Properties=species:S:1:pos:R:3:forces:R:3 method="wB97M-V/def2-TZVPD" e_lumo_ev=0.85 energy_ev=-21497.0656 total_charge=0 mol_weight_g_mol=122.53 max_force_ev_per_a=6.1 orbital_gap_ev=10.15
Cl -3.16761 1.34667 1.16335 1.0 -0.5 -0.4
F -2.03072 -0.47505 -0.20985 0.6 -0.4 -0.2
O 0.72559 0.66455 0.34950 -0.9 -1.4 -0.6
C 1.76865 -0.99509 -1.16373 -0.7 4.7 3.3
C -1.67706 0.58261 0.49395 -5.3 -0.2 0.0
C -0.56548 1.16830 0.66543 5.2 1.9 2.5
C 0.88493 -0.70841 -0.16348 0.6 1.4 -1.2
H 1.79467 -1.98771 -1.37103 0.6 -2.7 -1.1
H -0.54314 2.11022 1.40172 0.2 -2.3 -2.1
H 0.28258 -1.51364 0.27318 -0.1 0.8 0.1
H 2.52758 -0.19246 -1.43905 -1.3 -1.4 -0.2



3.
12
Properties=species:S:1:pos:R:3:forces:R:3 method="wB97M-V/def2-TZVPD" e_lumo_ev=-0.46 energy_ev=-32334.1918 smiles="O=C/C(F)=C(/Cl)CS" total_charge=0 mol_weight_g_mol=154.59 max_force_ev_per_a=2.1 orbital_gap_ev=9.33
Cl 0.74469 2.33397 -0.19986 -0.1 0.0 -0.1
S 2.26098 -0.88035 -0.65801 -0.2 -0.1 0.2
F -1.92859 1.47868 -0.69224 -0.2 0.2 -0.1
O -3.03087 -0.88947 -0.34407 -0.3 -0.1 -0.2
C -1.86665 -0.75426 -0.10156 0.3 -1.1 0.7
C 1.04967 -0.24027 0.60507 0.6 -0.1 -1.2
C 0.10137 0.75984 0.03634 1.4 -0.3 0.6
C -1.15485 0.48968 -0.23176 -1.1 1.6 -0.8
H 0.51765 -1.15992 0.85351 0.3 0.3 0.4
H -1.23368 -1.56844 0.29556 -0.3 -0.2 -0.1
H 1.59717 0.20258 1.42784 -0.1 -0.2 0.3
H 2.94312 0.22795 -0.99082 -0.2 0.1 0.3



4.
10
Properties=species:S:1:pos:R:3:forces:R:3 method="wB97M-V/def2-TZVPD" e_lumo_ev=0.36 energy_ev=-18221.1501 total_charge=0 mol_weight_g_mol=101.54 max_force_ev_per_a=5.7 orbital_gap_ev=8.79
Cl -2.73757 -0.85558 0.52301 -2.5 -1.2 -0.4
N -0.87651 0.52996 1.79903 -1.5 -0.2 0.5
C -1.32541 -0.15939 0.81231 5.1 2.3 0.2
C 0.16481 0.08745 0.02043 -2.5 0.8 1.0
C 0.68764 -0.25334 -1.24629 0.7 -3.3 -1.1
C 0.40002 0.78755 1.10222 1.4 -0.4 1.1
H 0.01296 0.06922 -2.06735 0.6 -0.2 0.3
H 1.32601 1.16283 1.58150 -0.9 0.1 -0.5
H 1.75027 0.11022 -1.37412 -1.2 -0.6 -0.1
H 0.59777 -1.47893 -1.15073 0.7 2.7 -1.1



5.
10
Properties=species:S:1:pos:R:3:forces:R:3 method="wB97M-V/def2-TZVPD" e_lumo_ev=0.34 energy_ev=-18223.3235 smiles="ClC1=CCN=C1" total_charge=0 mol_weight_g_mol=101.54 max_force_ev_per_a=6.4 orbital_gap_ev=9.32
Cl -2.75969 -0.37058 -0.10361 -1.3 0.4 0.0
N 0.81806 1.14463 -0.14480 1.5 0.3 1.2
C -0.43663 1.28892 0.01889 1.0 -2.9 -1.7
C -0.11796 -1.01420 -0.10529 -2.6 3.4 -0.5
C -1.13622 0.04311 -0.17554 3.7 -5.0 1.5
C 1.14545 -0.26729 -0.05299 -3.0 1.5 2.2
H 1.56496 -0.39485 0.95227 -0.1 0.2 0.4
H 1.92439 -0.53634 -0.60645 3.0 -1.2 -3.0
H -0.82021 2.20083 0.20416 -1.6 3.0 0.3
H -0.18214 -2.09422 0.01336 -0.5 0.4 -0.3



6.
10
Properties=species:S:1:pos:R:3:forces:R:3 method="wB97M-V/def2-TZVPD" e_lumo_ev=-0.42 energy_ev=-18222.2765 smiles="C=C(C#N)CCl" total_charge=0 mol_weight_g_mol=101.54 max_force_ev_per_a=7.2 orbital_gap_ev=9.90
Cl -2.19614 -0.85051 -0.55616 0.0 0.2 0.9
N 1.50149 -2.05494 -0.26861 3.9 -6.0 -0.6
C 0.87387 -1.15208 -0.22026 -2.3 4.0 0.8
C 0.17504 0.02695 0.03924 2.1 1.9 -3.1
C -1.07136 -0.13982 0.71890 -1.1 -1.5 -0.7
C 0.67632 1.11568 -0.67799 4.0 -3.6 2.7
H -1.08450 -0.74761 1.64104 0.0 0.5 -0.6
H -1.21553 0.86779 0.75901 -2.4 2.6 1.4
H 1.91297 0.77466 -0.81463 -3.8 1.7 -0.6
H 0.42784 2.15989 -0.62053 -0.5 0.1 -0.1



7.
10
Properties=species:S:1:pos:R:3:forces:R:3 method="wB97M-V/def2-TZVPD" e_lumo_ev="0.97 / -3.27" multiplicity=3 energy_ev=-18219.4851 total_charge=0 mol_weight_g_mol=101.54 max_force_ev_per_a=6.9 orbital_gap_ev="6.82 / 5.90"
Cl 0.13155 2.35462 -1.50836 0.3 5.8 -3.7
N 0.03840 0.89244 -0.58007 -0.4 -4.8 2.2
C -0.48296 -1.12140 0.11143 -1.7 0.7 -3.3
C 0.70858 0.66195 0.54389 3.5 1.0 3.7
C -0.68261 -0.20811 -0.92126 -0.6 -1.4 1.5
C 0.42198 -0.59750 1.02437 1.1 0.9 1.1
H -1.36867 -0.09272 -1.72710 -0.3 -0.4 -0.5
H 0.65797 -1.27901 1.86195 0.6 1.3 -0.2
H -0.90241 -2.05947 0.28076 -0.9 -1.4 -0.3
H 1.47816 1.44922 0.91439 -1.7 -1.5 -0.7



8.
11
Properties=species:S:1:pos:R:3:forces:R:3 method="wB97M-V/def2-TZVPD" e_lumo_ev=0.58 energy_ev=-20270.2763 total_charge=0 mol_weight_g_mol=117.53 max_force_ev_per_a=3.7 orbital_gap_ev=9.96
Cl -2.03865 -1.29919 0.03059 -0.1 0.5 0.2
O 0.57842 0.76175 0.18805 0.1 1.1 -1.1
N 3.43047 -0.78223 -0.03815 1.7 -0.1 -0.3
C 0.89706 -0.63912 0.07913 -3.2 -0.5 0.5
C -1.79105 0.41686 -0.03730 -1.3 3.4 -0.5
C 2.30005 -0.70244 -0.06797 0.0 -0.3 0.4
C -0.69094 1.22239 0.01188 -0.9 -2.8 -0.8
H -2.74581 1.06271 -0.21118 1.6 -1.8 0.3
H -0.80261 2.27367 -0.32578 0.4 -0.8 0.8
H 0.52027 -1.00215 1.05539 0.9 -0.6 -0.4
H 0.34279 -1.31224 -0.68465 1.0 1.8 0.8



Computed energy relative to the best compared isomer or geometry (same formula, charge and spin), in the same sequence as the records: 0.918 2.153 1.293 3.989 1.816 2.863 0.000 2.241 eV.